C16H38BrNO10P2 | wB97M-V/def2-TZVPD

SMILES	CCOP(=O)(OCC)OCC.CCOP(=O)(OCC)OCC.CCCOC(=O)NBr
calculated total energy	-4696.28136	Ha
LUMO energy	-1.6	eV
HOMO	-9.855	eV

Structure (XYZ):
```
68
Properties=species:S:1:pos:R:3:nbo_charge:R:1
C -2.664 0.315 -3.717 -0.63
C -2.556 -1.181 -3.472 -0.07
O -1.218 -1.647 -3.625 -0.79
P -0.136 -1.328 -2.434 2.40
O -0.584 -2.261 -1.347 -0.98
O 1.136 -2.192 -3.024 -0.82
C 1.794 -3.170 -2.222 -0.06
C 1.279 -4.559 -2.543 -0.63
O 0.452 0.007 -3.256 -0.71
C 1.145 1.000 -2.471 -0.08
C 2.450 0.478 -1.902 -0.64
H -2.146 0.877 -2.935 0.19
H -3.709 0.630 -3.726 0.21
H -2.203 0.584 -4.668 0.22
H -2.933 -1.439 -2.477 0.18
H -3.162 -1.716 -4.204 0.19
H 1.690 -2.944 -1.160 0.18
H 2.861 -3.114 -2.455 0.18
H 0.193 -4.613 -2.460 0.22
H 1.718 -5.300 -1.872 0.21
H 1.530 -4.827 -3.570 0.21
H 0.488 1.351 -1.670 0.17
H 1.340 1.845 -3.131 0.20
H 2.271 -0.297 -1.150 0.20
H 3.011 1.284 -1.426 0.23
H 3.064 0.032 -2.684 0.23
C -0.694 4.791 2.002 -0.63
C 0.230 4.872 0.798 -0.07
O 1.451 5.535 1.110 -0.80
P 2.593 4.723 1.988 2.33
O 3.044 3.856 0.833 -0.92
O 3.792 5.851 1.912 -0.80
C 5.096 5.508 1.445 -0.06
C 5.257 5.891 -0.013 -0.63
O 1.977 5.572 3.309 -0.69
C 2.237 5.027 4.619 -0.08
C 3.711 5.071 4.980 -0.64
H -0.279 4.133 2.770 0.19
H -1.671 4.400 1.713 0.21
H -0.824 5.774 2.455 0.22
H 0.437 3.873 0.401 0.17
H -0.250 5.450 0.008 0.19
H 5.305 4.449 1.603 0.18
H 5.813 6.068 2.050 0.18
H 4.466 5.464 -0.630 0.22
H 6.222 5.554 -0.398 0.21
H 5.196 6.974 -0.128 0.21
H 1.860 4.002 4.666 0.17
H 1.664 5.623 5.328 0.20
H 4.294 4.392 4.351 0.20
H 3.860 4.777 6.019 0.22
H 4.114 6.073 4.833 0.23
C -2.607 -7.233 0.655 -0.62
C -3.153 -5.869 0.181 -0.41
C -4.390 -5.405 1.010 -0.08
O -5.413 -6.380 0.774 -0.51
C -6.651 -5.921 0.974 0.88
O -6.994 -4.789 0.974 -0.58
N -7.679 -6.932 1.160 -0.69
Br -6.920 -8.662 1.318 0.17
H -1.894 -7.573 -0.119 0.21
H -2.043 -7.147 1.595 0.21
H -3.401 -7.990 0.689 0.22
H -2.402 -5.065 0.212 0.22
H -3.523 -5.914 -0.860 0.20
H -4.067 -5.341 2.061 0.18
H -4.632 -4.398 0.650 0.21
H -8.239 -6.901 0.308 0.40
```